Below is a structure of composition C41H51BCl2LaN7S7Se, with properties calculated with ωB97M-V with the def2-TZVPD basis set.

```
111
Properties=species:S:1:pos:R:3:forces:R:3
La -1.13561 1.29116 -1.13422 -0.39 -3.72 -0.39
S -3.26267 1.87421 -3.05325 0.72 -0.09 -0.71
C -4.36707 3.02451 -2.47433 -0.53 0.13 0.18
C -5.19736 3.73430 -3.37884 0.12 -0.36 -1.13
C -6.19569 4.58381 -2.96573 -0.31 -0.12 1.03
C -6.52779 4.64850 -1.59747 1.06 -0.44 0.27
C -5.75903 3.90248 -0.67216 -0.35 0.57 -1.10
C -4.64835 3.15897 -1.09801 -0.94 0.78 -0.09
S -3.71667 2.30337 0.13033 0.32 0.13 0.40
C -2.92973 3.73212 0.95860 -0.24 -0.44 0.77
C -2.04574 4.59148 0.15198 1.90 -0.34 -1.68
C -1.80318 5.90764 0.49111 0.76 0.43 -1.04
C -0.92420 6.68992 -0.31585 -1.22 -1.25 0.43
C -0.37720 6.10920 -1.43401 0.87 -0.55 -0.04
C -0.56974 4.71314 -1.66356 -0.70 1.15 0.86
C 0.03052 4.05060 -2.84304 1.19 0.49 -0.27
S 1.23719 2.73716 -2.49982 0.52 -0.60 0.46
C 2.31080 3.46741 -1.24153 -0.79 0.51 0.10
C 3.20946 4.44422 -1.68344 -0.11 -0.02 0.40
C 3.90049 5.19693 -0.71538 0.23 0.28 -1.24
C 3.68180 4.99385 0.64341 -0.20 -0.65 -0.82
C 2.79036 4.01850 1.05882 0.15 0.48 0.17
C 2.06277 3.24359 0.14875 -0.39 -0.31 -0.60
S 0.92996 2.09043 0.81087 0.07 0.18 -0.02
N -1.35453 3.98088 -0.87066 -0.68 1.29 0.27
H -5.06978 3.48530 -4.46256 0.10 0.54 1.05
H -6.78827 5.18415 -3.64794 0.09 -0.22 -0.22
H -7.33820 5.28821 -1.28300 -0.10 -0.04 0.21
H -6.03720 3.89147 0.37243 0.03 0.07 0.14
H -2.30101 3.32142 1.77860 -0.56 0.05 -0.22
H -3.71964 4.37298 1.34382 -0.04 -0.14 0.41
H -2.27046 6.29764 1.37115 -0.24 0.35 0.27
H -0.73900 7.73034 -0.11872 0.03 0.20 0.28
H 0.33462 6.71402 -2.02378 -0.56 -0.65 0.04
H 0.58489 4.79517 -3.41857 -0.34 0.04 -0.16
H -0.71706 3.56652 -3.46088 -0.36 -0.03 -0.20
H 3.29300 4.60544 -2.78166 0.19 -0.01 1.00
H 4.60811 5.97056 -1.04673 -0.30 -0.37 0.17
H 4.25911 5.58946 1.31587 0.09 0.24 0.63
H 2.54589 3.87155 2.10524 0.24 0.00 -0.02
C -3.44172 -1.74432 4.17721 0.11 -0.35 0.03
C -3.72570 -2.56954 2.91175 -0.16 0.57 -0.39
C -4.51729 -3.81456 3.32943 0.42 -0.16 -0.54
C -4.60134 -1.75329 1.98476 -1.57 1.01 0.04
N -2.47993 -2.94087 2.16933 0.14 -2.08 0.35
C -2.02085 -4.28915 2.01200 -0.81 -0.04 0.15
C -0.82656 -4.24810 1.37214 -0.20 1.15 -0.13
N -0.51195 -2.87727 1.14601 0.16 -1.83 0.54
B 0.92877 -2.28109 0.78326 -0.22 -0.08 -0.68
N 1.60194 -3.17414 -0.30937 -0.07 0.08 0.55
C 2.04730 -4.46758 -0.13902 -0.07 0.08 0.19
C 2.06023 -5.09246 -1.34103 0.18 -0.10 0.31
N 1.66651 -4.16769 -2.29520 0.14 0.88 -0.74
C 1.48383 -2.90656 -1.64429 0.20 -2.18 0.16
S 1.20655 -1.48233 -2.33632 0.16 1.68 -0.89
C 1.80775 -4.30578 -3.80135 -0.97 1.04 -0.08
C 2.06156 -5.74191 -4.26429 -1.02 -0.41 2.79
C 3.01305 -3.43974 -4.27108 -1.00 -0.26 0.97
C 0.45462 -3.83326 -4.49295 1.11 -0.39 0.70
N 1.76419 -2.15104 2.10671 0.72 -0.75 0.09
C 1.58082 -2.81929 3.30162 -1.17 -0.28 0.11
C 2.44894 -2.36641 4.21990 1.55 -0.12 0.50
N 3.31565 -1.47537 3.53738 -0.12 0.24 0.60
C 2.91585 -1.39738 2.23235 -1.15 0.02 0.11
S 3.59801 -0.49480 1.03843 0.50 0.15 -1.04
C 4.44936 -0.65655 4.09714 -0.08 -0.39 -0.42
C 4.38146 0.82486 3.63985 0.49 -0.20 0.51
C 5.75214 -1.26686 3.55387 0.98 0.55 0.18
C 4.35456 -0.67629 5.64186 -0.56 -0.33 -0.62
C -1.54567 -2.13744 1.60072 0.67 0.16 -0.29
S -1.57108 -0.46977 1.50897 -0.21 1.60 0.69
H -4.41615 -1.42851 4.58673 0.44 -0.03 -0.05
H -2.80811 -0.88335 3.98161 -0.11 0.11 -0.20
H -2.92649 -2.36545 4.91111 -0.01 -0.06 0.15
H -5.44789 -3.54995 3.83172 0.25 0.25 0.23
H -3.89624 -4.45591 3.94770 -0.14 -0.13 0.34
H -4.82651 -4.38241 2.45535 0.09 -0.12 -0.21
H -5.50665 -1.40763 2.58545 0.91 -0.42 -0.73
H -4.97035 -2.33113 1.12245 0.28 0.13 0.26
H -4.10175 -0.84456 1.61002 -0.11 -0.53 0.14
H -2.67161 -5.15586 2.28915 0.97 1.12 -0.38
H -0.22189 -5.06531 0.96540 -0.25 0.57 0.33
H 0.74792 -1.24792 0.25883 0.11 0.38 0.27
H 2.39784 -4.71067 0.85721 -0.25 -0.60 -0.24
H 2.24056 -6.12808 -1.58368 0.20 0.16 0.02
H 2.92944 -6.16408 -3.75454 0.25 -0.01 -0.27
H 2.16571 -5.77412 -5.31239 0.20 0.00 -1.19
H 1.19633 -6.37459 -3.95175 0.45 0.29 -0.39
H 3.89220 -3.82231 -3.74444 0.19 0.08 -0.32
H 2.82980 -2.40310 -3.96369 0.19 -0.23 -0.25
H 3.07691 -3.52808 -5.34738 0.30 0.05 -0.29
H -0.42548 -4.26492 -4.01878 0.11 -0.36 0.13
H 0.52252 -4.18685 -5.52602 -0.21 0.39 -0.09
H 0.30272 -2.76246 -4.38074 0.23 -0.02 -0.39
H 0.80079 -3.57841 3.45434 0.39 0.60 -0.25
H 2.70535 -2.75789 5.21782 -0.45 0.43 -0.76
H 5.11094 1.04037 2.84944 -0.38 -0.06 0.26
H 4.61711 1.43278 4.51726 -0.01 0.21 -0.04
H 3.40237 1.07915 3.27858 -0.41 0.22 -0.16
H 6.63594 -0.86002 4.12140 -0.75 -0.41 -0.30
H 5.90237 -0.94517 2.49841 -0.33 -0.52 0.68
H 5.74053 -2.36148 3.62395 0.09 0.21 0.00
H 3.36739 -0.27299 5.90128 0.15 -0.12 0.13
H 5.10075 -0.00881 6.06317 0.20 -0.12 0.01
H 4.44505 -1.68531 6.07032 0.11 0.29 -0.11
Se -2.09985 -1.40514 -2.13522 -0.49 0.54 1.76
Cl 0.32295 -0.81857 -6.79409 1.37 -0.79 -1.21
C -0.73840 0.26819 -5.99107 -0.06 1.18 0.76
Cl -1.12433 -0.41821 -4.36119 -0.40 0.73 -0.41
H -1.63612 0.31478 -6.58347 -0.33 0.31 -0.03
H -0.27047 1.25733 -5.81586 -0.22 -0.57 -0.48
```
Forces are in eV/Å.

Results
* charge: -2
* LUMO: 3.72 eV
* frontier orbital gap: 3.45 eV
* largest force on an atom: 0.0731 hartree/bohr
* spin multiplicity: 1